1.
Formula: C65H79N2O3SSb3Si3Ti
Source: the Open Molecules 2025 dataset
Level of theory: the ωB97M-V functional and the def2-TZVPD basis

Positions of all 157 atoms, in Å:
Ti 0.1532 0.8430 0.4379
C -2.7652 0.8714 -4.0683
C -1.3126 0.7491 -4.5421
C -0.4249 -0.2274 -3.7674
Sb -1.4355 -2.0897 -3.3811
C 0.2187 -3.4306 -3.1116
C 1.2125 -3.6441 -4.0620
C 2.1622 -4.6411 -3.8901
C 2.1307 -5.4440 -2.7583
C 1.1529 -5.2352 -1.7965
C 0.2069 -4.2328 -1.9724
C -1.6174 -2.5521 -5.5241
C -2.6853 -3.3558 -5.9213
C -2.8912 -3.6973 -7.2536
C -2.0246 -3.2291 -8.2301
C -0.9592 -2.4176 -7.8617
C -0.7648 -2.0860 -6.5268
Sb -3.1481 1.6843 -2.0725
C -4.4482 3.2327 -2.9340
C -5.6073 2.9763 -3.6695
C -6.3692 4.0083 -4.2009
C -5.9814 5.3298 -4.0080
C -4.8317 5.6057 -3.2832
C -4.0767 4.5645 -2.7508
C -4.8647 0.4589 -1.6195
C -5.8823 1.0402 -0.8618
C -6.9998 0.3137 -0.4766
C -7.1193 -1.0213 -0.8426
C -6.1111 -1.6164 -1.5860
C -4.9936 -0.8814 -1.9675
H -3.3006 -0.0770 -4.1768
H -3.2855 1.5836 -4.7133
H -0.8472 1.7423 -4.5259
H -1.3366 0.4492 -5.5963
H -0.1829 0.1496 -2.7740
H 0.5161 -0.4121 -4.2927
H 1.2480 -3.0346 -4.9573
H 2.9329 -4.7849 -4.6389
H 2.8736 -6.2215 -2.6201
H 1.1318 -5.8439 -0.9013
H -0.5420 -4.0633 -1.2050
H -3.3800 -3.7258 -5.1724
H -3.7317 -4.3255 -7.5266
H -2.1808 -3.4871 -9.2711
H -0.2781 -2.0388 -8.6156
H 0.0674 -1.4395 -6.2679
H -5.9291 1.9504 -3.8221
H -7.2676 3.7831 -4.7656
H -6.5741 6.1382 -4.4215
H -4.5145 6.6312 -3.1303
H -3.1746 4.8005 -2.1925
H -5.8017 2.0804 -0.5615
H -7.7741 0.7882 0.1157
H -7.9875 -1.5953 -0.5395
H -6.1828 -2.6625 -1.8616
H -4.2015 -1.3804 -2.5133
C 3.0170 3.3420 -1.5405
C 2.4413 2.0281 -1.1049
O 1.2304 2.0771 -0.6028
C 3.0997 0.8024 -1.3179
C 4.2396 0.6985 -2.1514
C 4.8208 -0.5240 -2.4354
C 4.2732 -1.6883 -1.9055
C 3.1698 -1.6132 -1.0544
C 2.6041 -0.3959 -0.7021
O 1.6629 -0.3363 0.2396
H 2.4451 4.1456 -1.0745
H 2.9474 3.4897 -2.6269
H 4.0740 3.4383 -1.2708
H 4.6437 1.6005 -2.5971
H 5.6850 -0.5723 -3.0896
H 4.6953 -2.6551 -2.1478
H 2.7561 -2.5109 -0.6189
C -0.0302 -1.5728 5.0968
Sb 0.5370 -1.5737 2.9898
C -0.3478 0.3987 2.5812
C 0.3640 1.5701 3.1112
C 0.1998 2.2442 4.3326
C 0.9144 3.4030 4.5653
C 1.7745 3.8997 3.5921
C 1.8777 3.1911 2.4066
N 1.2110 2.0684 2.1924
Si -2.1921 0.1547 2.9222
C -2.7082 0.7440 4.6634
C -3.4219 1.0635 1.8363
C -2.7318 -1.6497 2.7954
C 2.7584 -1.9101 3.5641
C 3.7797 -1.2479 2.6670
C 4.6228 -1.9511 1.7999
C 5.6739 -1.3077 1.1752
C 5.8720 0.0401 1.4117
C 4.9792 0.6723 2.2593
N 3.9744 0.0622 2.8735
Si 2.7278 -3.8057 3.3927
C 2.3413 -4.3798 1.6411
C 1.4120 -4.6301 4.4657
C 4.3406 -4.6549 3.9092
Si 3.4154 -1.4066 5.2857
C 2.9405 -2.5564 6.7149
C 2.9912 0.3279 5.8644
C 5.3034 -1.5186 5.2625
H -1.1117 -1.4736 5.1564
H 0.4214 -0.7264 5.6148
H 0.2577 -2.4988 5.5881
H -0.4639 1.8465 5.0850
H 0.7988 3.9250 5.5090
H 2.3304 4.8166 3.7366
H 2.4885 3.5419 1.5814
H -2.6327 1.8310 4.7518
H -2.1583 0.2940 5.4919
H -3.7666 0.4874 4.7814
H -3.1407 2.0863 1.5964
H -4.3901 1.0655 2.3508
H -3.5235 0.5222 0.8956
H -2.3369 -2.3365 3.5451
H -2.5007 -2.0313 1.7986
H -3.8230 -1.6357 2.8994
H 4.4616 -2.9984 1.5996
H 6.3122 -1.8507 0.4896
H 6.6645 0.5949 0.9283
H 5.0889 1.7309 2.4672
H 1.8254 -3.6136 1.0619
H 1.6749 -5.2461 1.6944
H 3.2296 -4.6825 1.0815
H 0.3994 -4.3908 4.1368
H 1.4939 -4.4054 5.5282
H 1.5463 -5.7099 4.3390
H 5.2142 -4.2731 3.3792
H 4.2463 -5.7205 3.6765
H 4.5331 -4.5661 4.9797
H 1.8771 -2.5503 6.9460
H 3.4718 -2.1747 7.5937
H 3.2599 -3.5890 6.5675
H 2.5304 0.9007 5.0657
H 3.9136 0.8468 6.1412
H 2.3267 0.3263 6.7322
H 5.6654 -2.4789 4.8921
H 5.6726 -1.3895 6.2854
H 5.7408 -0.7342 4.6434
S -1.3302 -0.6479 -0.4610
C -1.4457 4.3040 1.7646
C -1.1089 3.6734 0.4405
O -1.0652 2.3718 0.4061
C -0.9382 4.4630 -0.7228
C -0.6065 3.8870 -1.9814
C -0.5033 4.6605 -3.1149
C -0.7089 6.0442 -3.0723
C -1.0040 6.6350 -1.8449
C -1.1117 5.8750 -0.6956
H -1.7091 3.5219 2.4743
H -2.2876 4.9997 1.6892
H -0.5988 4.8619 2.1806
H -0.4051 2.8260 -2.0224
H -0.2530 4.1827 -4.0561
H -0.6326 6.6431 -3.9713
H -1.1532 7.7082 -1.7848
H -1.3398 6.3695 0.2397

For the LUMO energy (spin up / spin down), the calculation gives 3.940 / 3.938 eV. As for the spin multiplicity: 3. Its total charge is -2. The calculation puts the HOMO-LUMO gap (spin up / spin down) at 4.39 / 6.06 eV. The HOMO energy (spin up / spin down) is -0.45 / -2.13 eV.

---

2.
Formula: C65H88N6O7Si4Y
Source: the Open Molecules 2025 dataset
Level of theory: the ωB97M-V functional and the def2-TZVPD basis

Positions of all 171 atoms, in Å:
Y 0.0431 -0.8279 0.6462
C 0.5433 2.3206 4.2648
N 1.3152 1.0753 4.3272
C 2.5297 1.0188 5.1366
C 0.9589 0.0479 3.5614
O -0.1033 0.0139 2.9333
C 1.9165 -1.1166 3.4865
O 1.4179 -1.9512 2.4897
C 2.1383 -3.1181 2.2243
C 1.8749 -3.5723 0.7986
O 1.2548 -2.8996 -0.0230
N 2.4042 -4.7647 0.4933
C 2.9721 -5.6293 1.5201
C 2.1484 -5.3409 -0.8194
H -0.0939 2.4350 5.1464
H -0.0806 2.3047 3.3747
H 1.2386 3.1598 4.1983
H 2.6012 1.9353 5.7142
H 3.4259 0.9321 4.5211
H 2.5044 0.1795 5.8346
H 1.9524 -1.6274 4.4490
H 2.9109 -0.7451 3.2382
H 1.8113 -3.8998 2.9046
H 3.2120 -2.9596 2.3298
H 3.7562 -5.1225 2.0867
H 3.4210 -6.4891 1.0314
H 2.2006 -5.9852 2.2116
H 3.0539 -5.8274 -1.1827
H 1.8778 -4.5517 -1.5106
H 1.3325 -6.0689 -0.7653
C 2.6212 1.6859 -4.4536
C 3.2453 2.2369 -3.1825
C 4.2480 3.3338 -3.4521
O 2.2570 2.7545 -2.3209
C 1.8973 1.7383 -1.3751
C 3.2832 1.1120 -1.1477
O 3.8552 1.1704 -2.4753
C 3.4669 -0.3133 -0.4969
O 2.4991 -0.5882 0.4416
C 3.4801 -1.3975 -1.6259
C 4.5011 -2.3238 -1.8234
C 4.4426 -3.2612 -2.8593
C 3.3599 -3.2889 -3.7239
C 2.3185 -2.3869 -3.5213
C 2.3835 -1.4753 -2.4812
C 4.8719 -0.2537 0.1735
C 5.9770 0.3715 -0.4132
C 7.2054 0.4105 0.2358
C 7.3683 -0.1782 1.4852
C 6.2833 -0.8154 2.0727
C 5.0557 -0.8458 1.4131
C 1.1603 2.3588 -0.1431
O 0.4641 1.3818 0.5387
C 2.2715 3.0317 0.7124
C 2.7511 4.3051 0.3956
C 3.8382 4.8497 1.0700
C 4.4765 4.1237 2.0667
C 4.0159 2.8502 2.3781
C 2.9168 2.3130 1.7122
C 0.1516 3.4889 -0.5092
C -0.3940 4.1776 0.5789
C -1.2700 5.2365 0.4123
C -1.6114 5.6590 -0.8698
C -1.1037 4.9707 -1.9599
C -0.2534 3.8760 -1.7832
H 2.2518 2.5042 -5.0824
H 1.7857 1.0263 -4.1975
H 3.3658 1.1043 -5.0031
H 3.7470 4.1917 -3.9103
H 5.0265 2.9668 -4.1236
H 4.6968 3.6436 -2.5068
H 1.2009 1.0282 -1.8335
H 3.8322 1.8055 -0.5230
H 5.3675 -2.3244 -1.1763
H 5.2603 -3.9621 -2.9925
H 3.3216 -4.0021 -4.5410
H 1.4553 -2.3944 -4.1836
H 1.5630 -0.7856 -2.3354
H 5.8768 0.8248 -1.3934
H 8.0456 0.9047 -0.2417
H 8.3271 -0.1425 1.9907
H 6.3883 -1.2892 3.0433
H 4.2042 -1.3429 1.8482
H 2.2810 4.8690 -0.4034
H 4.1931 5.8410 0.8062
H 5.3375 4.5341 2.5818
H 4.5468 2.2658 3.1210
H 2.5869 1.2950 1.8793
H -0.1132 3.8660 1.5793
H -1.6753 5.7428 1.2808
H -2.2665 6.5126 -1.0131
H -1.3688 5.2807 -2.9656
H 0.1147 3.3619 -2.6610
C -5.4987 1.6363 2.8497
Si -3.6990 1.0676 2.6413
C -3.0793 0.8816 4.4193
C -2.7848 2.5463 1.9065
Si -3.3142 -0.8404 1.3288
Si -4.9630 -0.5459 -0.3339
C -6.7352 -1.1415 -0.0177
C -5.2519 1.2890 -0.7416
C -4.5929 -1.4650 -1.9456
Si -4.4141 -2.4909 2.5600
C -6.2582 -2.1097 2.8536
C -4.4130 -4.1716 1.7189
C -3.7837 -2.7654 4.3308
H -5.5688 2.6249 3.3343
H -6.0595 0.9193 3.4652
H -6.0017 1.6989 1.8725
H -3.0868 1.8526 4.9366
H -2.0542 0.4861 4.4354
H -3.7182 0.1886 4.9836
H -2.6469 3.3493 2.6479
H -3.3380 2.9767 1.0587
H -1.7961 2.2469 1.5350
H -7.1655 -0.6726 0.8765
H -6.7737 -2.2313 0.1191
H -7.3719 -0.8875 -0.8805
H -4.4243 1.9241 -0.3908
H -5.3863 1.4550 -1.8189
H -6.1623 1.6330 -0.2354
H -4.6390 -2.5488 -1.7690
H -3.6037 -1.2446 -2.3570
H -5.3427 -1.2113 -2.7101
H -6.8758 -2.3760 1.9879
H -6.4232 -1.0415 3.0597
H -6.6262 -2.6831 3.7173
H -4.7887 -4.0916 0.6859
H -5.0577 -4.8742 2.2646
H -3.3953 -4.5863 1.6742
H -4.6291 -2.8457 5.0223
H -3.1456 -1.9401 4.6730
H -3.1957 -3.6906 4.3907
C -1.0292 -1.0275 -4.0255
C -0.6631 -1.2753 -2.7248
N -0.9260 -0.4309 -1.7270
C -1.5643 0.7046 -2.0152
C -1.9365 1.0709 -3.3103
C -1.6762 0.1552 -4.3235
C -2.6563 2.3521 -3.4555
C -2.9768 3.1566 -4.4691
C -2.5082 3.3240 -5.8567
C -3.1565 4.2584 -6.6593
C -2.6727 4.4813 -7.9319
N -1.6002 3.8575 -8.4159
C -1.0373 2.9975 -7.5715
N -1.4332 2.6971 -6.3334
H -0.8215 -1.7633 -4.7928
H -0.1620 -2.1973 -2.4540
H -1.7583 1.3721 -1.1770
H -1.9763 0.3699 -5.3330
H -3.0371 2.7086 -2.5087
H -3.6584 3.9496 -4.1811
H -4.0199 4.7951 -6.2880
H -3.1534 5.1896 -8.5970
H -0.1504 2.4817 -7.9312
C -0.6444 -3.0974 4.1918
C -0.7748 -3.7635 2.8497
C -0.7708 -5.1416 2.6438
C -1.0063 -5.3393 1.2539
C -1.1498 -4.0697 0.7161
C -1.5079 -3.7225 -0.7014
N -0.9867 -3.0896 1.6663
H 0.3342 -3.2995 4.6554
H -0.7856 -2.0195 4.1111
H -1.3935 -3.4788 4.8862
H -0.6529 -5.9043 3.4092
H -1.1146 -6.2833 0.7268
H -2.2063 -4.4568 -1.1097
H -0.6272 -3.7018 -1.3586
H -1.9997 -2.7404 -0.7410

For the LUMO energy, the calculation gives 1.236 eV. Its total charge is -1. The calculation puts the HOMO-LUMO gap at 4.83 eV. The HOMO energy is -3.60 eV.

---

Q: Which value of total charge does entry 2 give?
A: -1

---

Q: Which of these has the highest total charge?
A: C65H88N6O7Si4Y

---

Q: The lowest total charge belongs to which entry?
A: C65H79N2O3SSb3Si3Ti

---

Q: Which value of total charge does entry 1 give?
A: -2